# 1
C30H27ClN5PRh as an isolated structure at a distorted geometry, computed with ωB97M-V/def2-TZVPD.

```
65
Properties=species:S:1:pos:R:3:mulliken_spin:R:1
Rh 0.00000 0.00000 0.00000 1.2414
N 2.34730 -0.29470 1.60520 -0.0065
P 2.34210 0.00000 -0.02510 0.0950
C 4.15720 0.08050 -0.27970 0.0037
C 4.69340 1.16650 -0.98840 0.0174
C 6.06980 1.26550 -1.20940 0.0039
C 6.92800 0.28250 -0.72200 -0.0008
C 6.41200 -0.80110 -0.01490 0.0055
C 5.03600 -0.90180 0.20430 0.0129
C 2.02060 -1.67410 -0.71440 0.1151
C 1.62870 -2.78090 0.05170 0.0897
C 1.39520 -4.02580 -0.54310 -0.0240
C 1.54250 -4.18340 -1.91840 0.0840
C 1.92030 -3.09710 -2.70050 0.0339
C 2.15450 -1.85440 -2.10420 0.0368
C 1.20180 -0.25120 2.44810 -0.0055
C 1.37880 -0.55680 3.79950 0.0194
C 0.27680 -0.57460 4.65230 -0.0088
C -0.98100 -0.29940 4.13700 0.0119
C -1.07980 -0.02300 2.78590 -0.0077
N -0.02510 0.00000 1.94240 0.0816
H 3.08960 0.19010 2.10400 0.0097
H 4.04200 1.94470 -1.38100 0.0123
H 6.46970 2.10940 -1.76560 -0.0002
H 7.99790 0.35790 -0.89750 0.0000
H 7.07790 -1.57350 0.36070 0.0001
H 4.65240 -1.76310 0.74770 -0.0073
H 1.49200 -2.69380 1.12520 -0.0065
H 1.09220 -4.86820 0.07230 -0.0042
H 1.35730 -5.14990 -2.37920 0.0032
H 2.03080 -3.21080 -3.77550 0.0012
H 2.44590 -1.02130 -2.74040 -0.0132
H 2.36440 -0.79180 4.18700 0.0025
H 0.40170 -0.80930 5.70520 -0.0006
H -1.86250 -0.30700 4.76760 0.0023
H -2.04000 0.19160 2.32570 0.0042
Cl -2.24880 1.69370 0.00000 0.3007
C -2.07810 0.00000 0.00000 0.0935
H -2.44790 -0.52300 -0.90580 0.0394
H -2.44790 -0.52300 0.90580 0.0055
N 0.29360 7.07800 1.05910 0.0194
C 0.18370 8.38630 0.66490 0.0769
C 0.37120 9.59400 1.34010 -0.0443
C 0.16490 10.76390 0.59920 0.0918
C -0.20930 10.71550 -0.74630 -0.0220
C -0.39000 9.48810 -1.39690 0.0528
C -0.18740 8.30690 -0.66960 0.0291
N -0.29770 6.99830 -1.06710 0.1744
C -0.00350 6.26040 -0.00970 0.0786
C 0.00740 4.79340 0.02830 0.2647
C 0.32680 4.06410 1.17670 0.1300
C 0.30880 2.67830 1.11110 0.0831
N 0.00000 1.98040 0.00000 0.3432
C -0.30580 2.69940 -1.09930 0.2544
C -0.31530 4.08330 -1.13260 -0.0465
H 0.55070 6.77100 1.98320 -0.0044
H 0.66160 9.63320 2.38410 -0.0028
H 0.29860 11.73070 1.08080 0.0051
H -0.36300 11.64000 -1.29800 0.0001
H -0.68020 9.44200 -2.44040 -0.0009
H 0.58770 4.53590 2.11530 0.0092
H 0.55080 2.07380 1.98110 0.0261
H -0.55150 2.11800 -1.98330 0.0078
H -0.57100 4.60250 -2.05200 0.0061
H 0.00000 -1.68480 0.00000 0.2266
```

For the LUMO energy (alpha / beta), the calculation gives -2.64 / -5.92 eV. As for the charge: +1. As for the spin multiplicity: 5. As for the expectation value of S²: 6.0481.

=====

# 2
C30H27CsN3O8PSSe as an isolated structure, computed with ωB97M-V/def2-TZVPD.

```
72
Properties=species:S:1:pos:R:3:mulliken_charge:R:1
Cs -0.22180 0.81431 0.77188 1.4331
O -3.82288 -1.28145 1.04609 -0.5713
C -3.53297 -1.88394 2.28168 -0.4943
C -2.49535 -2.99445 2.18613 -0.8990
N -1.13730 -2.49802 1.98039 0.6875
C -0.32340 -2.63752 3.18334 -0.7200
C 1.03343 -1.88236 3.20986 0.1440
O 1.84650 -2.31726 4.04626 -0.8354
O 1.16372 -0.90786 2.42812 -0.5483
C -0.47391 -3.02915 0.80179 -0.9744
C -0.65454 -2.22635 -0.49725 0.4289
O 0.15627 -2.50568 -1.41464 -0.8943
O -1.56995 -1.37294 -0.56699 -0.7015
H -2.97996 -1.18640 0.53477 0.4722
H -3.17454 -1.14340 3.01299 0.1986
H -4.47268 -2.29663 2.67119 0.3651
H -2.54208 -3.59829 3.10424 0.4631
H -2.78155 -3.65402 1.35845 0.3462
H -0.90145 -2.24557 4.02625 0.4117
H -0.11132 -3.69584 3.41059 0.2972
H 0.60006 -3.06852 0.98102 0.3700
H -0.79921 -4.05950 0.58055 0.3980
O -1.96213 3.35656 -0.11345 -0.6498
S -0.96319 4.22747 0.49186 1.4266
O -1.40512 5.59229 0.71275 -0.8263
O -0.28230 3.63547 1.63926 -0.7182
C 0.33918 4.38435 -0.74538 -0.2817
C 1.37387 5.23710 -0.36677 -0.7268
C 2.42726 5.49393 -1.22343 -0.7680
C 2.45604 4.87812 -2.46650 -0.6893
C 1.43934 4.01587 -2.83674 -0.3261
C 0.35201 3.75146 -1.99518 1.1050
P -0.98907 2.55481 -2.48338 0.2834
C -0.35368 2.06391 -4.14505 -0.4279
C -0.54028 2.74572 -5.34606 0.0687
C 0.02940 2.27352 -6.52054 -0.6788
C 0.80124 1.11785 -6.50802 -0.5727
C 0.97962 0.41996 -5.32206 -0.4957
C 0.38930 0.88259 -4.15396 0.2059
C -2.32005 3.71471 -2.98796 0.3381
C -3.58024 3.15260 -3.19079 -0.6161
C -4.64784 3.93249 -3.60714 -0.5869
C -4.47397 5.29543 -3.81144 -0.4347
C -3.22954 5.86726 -3.59396 -0.6618
C -2.15891 5.08078 -3.18750 -0.2042
H 1.31925 5.69985 0.61020 0.4267
H 3.22658 6.16170 -0.92299 0.3548
H 3.28290 5.04966 -3.14568 0.3744
H 1.49656 3.53279 -3.80274 0.2637
H -1.13143 3.65369 -5.35938 0.3707
H -0.12296 2.81127 -7.44946 0.3799
H 1.25341 0.75787 -7.42480 0.3486
H 1.57044 -0.48777 -5.30114 0.3578
H 0.49432 0.31710 -3.23374 0.4084
H -3.72463 2.09529 -2.99972 0.3958
H -5.62098 3.47947 -3.75354 0.3858
H -5.31040 5.91039 -4.12228 0.3406
H -3.08924 6.93302 -3.73024 0.3886
H -1.19546 5.54233 -3.00686 0.3170
Se 2.37796 -1.68996 -2.29015 0.4115
N 2.15376 -0.31409 -1.19086 -0.3809
C 3.14922 0.52825 -1.40392 0.6011
C 3.33406 1.75786 -0.68767 -0.3921
C 4.40691 2.52877 -0.97672 -0.5414
C 5.34973 2.15306 -1.99384 -0.6253
C 5.21035 1.00586 -2.69927 -0.6910
C 4.10172 0.14368 -2.41341 0.8596
N 3.86971 -1.01626 -2.99948 -0.9976
H 2.62333 2.05268 0.07392 0.2984
H 4.55317 3.45702 -0.44027 0.4225
H 6.18875 2.80900 -2.19511 0.3534
H 5.91803 0.71591 -3.46540 0.4291
```

For the LUMO energy, the calculation gives 3.86 eV. As for the charge: -2.

=====

We obtain ΔE to the lowest compared entry with this formula, charge and spin values of 0.408 0.000 eV for the records listed above, in that order.